# 1
Computed, not measured: a molecular structure, C31H28IrN2O3P2Se at a distorted geometry, with ωB97M-V/def2-TZVPD.

Geometry (Å):
Ir1 0.15954 -0.95213 -1.40613
C1 -0.16695 1.63742 2.12754
N1 -0.25820 0.83137 0.91591
P1 -0.35291 -0.84700 0.79231
C2 0.38108 -1.59757 2.23849
C3 1.70795 -2.01894 2.23487
C4 2.16389 -2.75107 3.30553
C5 1.32535 -3.06061 4.38554
C6 0.03613 -2.56372 4.44835
C7 -0.44377 -1.85456 3.37179
C8 -2.07564 -1.40576 0.84070
C9 -2.22437 -2.67032 0.04142
C10 -3.52402 -3.30626 0.05731
C11 -4.60619 -2.64921 0.58987
C12 -4.43543 -1.39533 1.20164
C13 -3.17368 -0.81035 1.32377
P2 -0.32148 1.32096 -0.76607
C14 -1.95189 2.12256 -0.96700
C15 -2.71827 2.64420 0.09876
C16 -3.91791 3.26439 -0.16989
C17 -4.34609 3.42798 -1.47247
C18 -3.63453 2.88991 -2.54138
C19 -2.40473 2.26956 -2.27163
C20 0.96663 2.52856 -1.09275
C21 2.25768 2.00565 -1.21343
C22 3.30559 2.87791 -1.50685
C23 3.06030 4.22288 -1.79043
C24 1.76383 4.71758 -1.72490
C25 0.72294 3.87211 -1.35879
H1 -0.92940 1.27228 2.84175
H2 -0.37064 2.67402 1.89776
H3 0.82095 1.57985 2.66842
H4 2.33307 -1.84754 1.36091
H5 3.20781 -3.11663 3.30814
H6 1.73314 -3.60682 5.22849
H7 -0.57472 -2.70754 5.33285
H8 -1.43246 -1.46384 3.44009
H9 -1.40500 -3.33970 0.26999
H10 -3.60352 -4.21724 -0.50766
H11 -5.64507 -3.03315 0.46339
H12 -5.37215 -0.93388 1.51701
H13 -3.02869 0.16322 1.80012
H14 -2.35289 2.63908 1.13265
H15 -4.49654 3.63155 0.66212
H16 -5.29624 3.94409 -1.67862
H17 -3.94464 2.97790 -3.58570
H18 -1.80546 1.87643 -3.07605
H19 2.40375 0.92113 -1.12802
H20 4.33384 2.48277 -1.62190
H21 3.88898 4.83655 -2.08290
H22 1.59013 5.73457 -1.92960
H23 -0.24383 4.26901 -1.33445
Se1 1.44167 -2.99919 -1.36530
C26 3.30636 -2.32665 -1.31376
C27 3.51646 -1.18670 -0.58514
C28 4.74491 -0.60766 -0.55685
C29 5.75266 -1.07454 -1.36225
C30 5.54151 -2.26011 -2.07122
C31 4.31325 -2.93350 -2.04768
H24 2.70922 -0.67721 -0.04132
H25 4.87405 0.26638 0.05140
H26 6.69548 -0.54118 -1.35275
H27 6.29134 -2.68476 -2.75012
H28 4.14956 -3.83061 -2.64168
O1 -3.64218 -1.07083 -1.71892
N2 -2.68021 -1.60666 -2.20113
O2 -2.32740 -1.56602 -3.32527
O3 -1.79196 -2.38707 -1.38890

Calculated values
**Net charge**: +1
**<S²>**: 6.0544
**2S+1**: 5
**Relative energy (zero: lowest compared OMol25 entry of this formula, charge and spin)**: 35.5 kJ/mol
**E**: -4721.34340 a.u.
**Kohn-Sham gap (spin up / spin down)**: 6.69 / 6.21 eV
**Highest occupied orbital energy (spin up / spin down)**: -9.10 / -11.08 eV

---

# 2
Computed, not measured: a molecular structure, C31H29BCoN7O6 at a distorted geometry, with ωB97M-V/def2-TZVPD.

Geometry (Å):
Co1 1.29869 -0.52369 -0.01324
O1 3.20805 -2.96938 -2.91257
C1 2.68851 -2.10417 -2.05239
O2 1.97982 -2.45115 -1.11167
C2 3.01625 -0.69338 -2.27471
C3 3.89628 -0.23001 -3.22067
C4 4.18248 1.14801 -3.26078
C5 3.56442 1.98890 -2.35091
C6 2.66544 1.47571 -1.42076
N1 2.38524 0.12669 -1.39292
C7 1.91215 2.21292 -0.43205
O3 2.01592 3.54356 -0.32233
O4 1.13711 1.62956 0.34135
H1 2.94497 -3.86726 -2.67008
H2 4.35400 -0.92679 -3.90782
H3 4.88035 1.54441 -3.98357
H4 3.79361 3.04772 -2.37785
H5 2.65446 3.90962 -0.94217
C8 -1.80636 -2.38526 -2.54271
C9 -0.74800 -1.58896 -2.28220
N2 -0.65559 -0.86932 -1.05227
C10 -1.51508 -1.41250 -0.03701
C11 -2.63365 -2.13646 -0.43497
N3 -2.83227 -2.57282 -1.66377
C12 -1.04460 -1.31932 1.31611
C13 -1.80267 -1.60713 2.45454
C14 -1.19244 -1.74789 3.69247
C15 0.18704 -1.50593 3.75863
C16 0.86705 -1.11931 2.62272
N4 0.26808 -1.05498 1.42220
C17 2.29042 -0.78699 2.54990
C18 3.15778 -0.65944 3.63134
N5 4.44143 -0.38516 3.48062
C19 4.88226 -0.21521 2.23869
C20 4.03130 -0.28195 1.14803
N6 2.74184 -0.56679 1.29685
C21 -1.95447 -2.16846 4.89051
C22 -3.21237 -2.75809 4.78378
C23 -3.88472 -3.14010 5.93409
N7 -3.38807 -2.98821 7.15533
C24 -2.18613 -2.43550 7.26531
C25 -1.44129 -2.00894 6.17699
H6 -1.89074 -2.90196 -3.48938
H7 0.00970 -1.35969 -3.01702
H8 -3.38808 -2.41548 0.29365
H9 -2.87094 -1.72231 2.35085
H10 0.73852 -1.63955 4.67599
H11 2.80054 -0.76986 4.64837
H12 5.93708 -0.00940 2.11345
H13 4.39546 -0.10215 0.14551
H14 -3.67145 -2.94809 3.82363
H15 -4.86809 -3.59201 5.87328
H16 -1.80302 -2.32524 8.27319
H17 -0.48329 -1.54170 6.35529
C26 -1.65440 1.62420 -4.36339
C27 -1.20516 2.18974 -3.01790
C28 -0.43546 3.47748 -3.24713
O5 -0.31297 1.19153 -2.44034
B1 -1.02061 0.53721 -1.48590
O6 -2.20760 1.08650 -1.17117
C29 -2.36371 2.30253 -1.95174
C30 -2.20742 3.47529 -0.99291
C31 -3.76313 2.29637 -2.54604
H18 -0.77278 1.47106 -4.98620
H19 -2.32594 2.31311 -4.87293
H20 -2.15215 0.66183 -4.23855
H21 0.37998 3.28003 -3.94415
H22 -0.02832 3.87054 -2.32000
H23 -1.09406 4.22844 -3.68423
H24 -1.23869 3.45161 -0.49170
H25 -2.98377 3.40201 -0.23179
H26 -2.32378 4.42340 -1.51640
H27 -3.96127 1.37503 -3.08957
H28 -3.89095 3.14670 -3.21560
H29 -4.49081 2.37630 -1.73927

Calculated values
**Net charge**: +1
**<S²>**: 3.8296
**2S+1**: 4
**Relative energy (zero: lowest compared OMol25 entry of this formula, charge and spin)**: 54.8 kJ/mol
**E**: -3441.04165 a.u.
**Kohn-Sham gap (spin up / spin down)**: 4.84 / 7.62 eV
**Highest occupied orbital energy (spin up / spin down)**: -8.54 / -11.91 eV

---

# 3
Computed, not measured: a molecular structure, C31H29BiBr4N4O3, with ωB97M-V/def2-TZVPD.

Geometry (Å):
Bi1 -0.37601 -0.14012 0.01534
C1 -3.44175 1.68032 -3.07288
C2 -3.39485 1.69912 -1.57206
C3 -2.74487 2.72822 -0.89301
C4 -2.70789 2.75876 0.49253
C5 -3.29106 1.73563 1.22967
C6 -3.94363 0.70471 0.56707
C7 -4.00695 0.70073 -0.82045
H1 -2.46520 1.91495 -3.49464
H2 -4.15897 2.41504 -3.44606
H3 -3.72887 0.69865 -3.44424
H4 -2.26150 3.51503 -1.46026
H5 -2.20890 3.57760 0.99547
H6 -3.23166 1.73520 2.31109
H7 -4.40020 -0.10036 1.12983
H8 -4.53302 -0.09756 -1.33044
C8 -3.63990 -4.76489 -2.21496
C9 -2.71155 -5.43582 -1.42366
C10 -1.83416 -4.72836 -0.62549
C11 -1.88590 -3.33581 -0.61789
C12 -2.80429 -2.66236 -1.40511
C13 -3.68316 -3.38126 -2.20242
N1 -0.99749 -2.55792 0.20553
N2 -0.37202 -3.21202 1.04938
C14 0.50333 -2.49474 1.90323
C15 1.10504 -3.26677 2.89079
C16 1.93812 -2.65667 3.81255
C17 2.14340 -1.28713 3.73706
C18 1.53532 -0.53163 2.73597
C19 0.71678 -1.12077 1.78156
H9 -4.31816 -5.32342 -2.84638
H10 -2.66888 -6.51671 -1.43628
H11 -1.10252 -5.23802 -0.01567
H12 -2.81160 -1.58553 -1.42538
H13 -4.38762 -2.85115 -2.82981
H14 0.90307 -4.32972 2.92310
H15 2.41794 -3.24049 4.58642
H16 2.78665 -0.80109 4.46100
H17 1.72299 0.53497 2.71352
Br1 1.02481 -2.01296 -6.83284
C20 1.17509 -1.63750 -4.99026
C21 2.39077 -1.77937 -4.33653
Br2 3.92286 -2.37266 -5.26469
C22 2.47078 -1.49154 -2.96796
Br3 4.06781 -1.78025 -1.99752
C23 1.36492 -1.04909 -2.26215
O1 1.41121 -0.77766 -0.95131
C24 0.11540 -0.92347 -2.91797
O2 -0.90691 -0.54740 -2.19480
C25 0.04682 -1.22600 -4.27522
Br4 -1.65593 -1.08518 -5.08152
C26 -0.00927 3.20755 2.70451
N3 1.40220 3.17307 2.38359
C27 2.28484 3.82495 3.33744
C28 3.61811 4.13949 2.69749
C29 4.13783 2.88193 2.03670
N4 3.16507 2.38619 1.07936
C30 3.68645 1.57042 -0.00250
C31 1.83102 2.49427 1.27751
O3 0.99674 2.01384 0.48560
H18 -0.37872 4.23628 2.70597
H19 -0.18047 2.77758 3.69552
H20 -0.56079 2.63510 1.96550
H21 2.42650 3.18331 4.21657
H22 1.79263 4.73738 3.68104
H23 4.32135 4.50212 3.44653
H24 3.49024 4.91705 1.94130
H25 4.35831 2.11461 2.79004
H26 5.06330 3.07782 1.49441
H27 4.41471 2.14362 -0.57939
H28 2.88031 1.24697 -0.64698
H29 4.17198 0.68095 0.39853

Calculated values
**Relative energy (zero: lowest compared OMol25 entry of this formula, charge and spin)**: 77.0 kJ/mol
**E**: -12154.11611 a.u.
**Kohn-Sham gap**: 6.11 eV
**Highest occupied orbital energy**: -7.10 eV

---

# 4
Computed, not measured: a single C31H29ClN2O6 molecule, with ωB97M-V/def2-TZVPD.

Geometry (Å):
C1 8.56312 3.43471 0.82703
O1 8.26398 2.14793 0.34601
C2 6.99346 1.89151 -0.07890
C3 6.75758 0.59863 -0.54762
C4 5.50788 0.23826 -1.00309
C5 4.45870 1.15120 -1.01002
C6 3.08851 0.74699 -1.47193
C7 2.27142 0.20427 -0.29248
N1 0.94494 -0.17277 -0.71153
C8 -0.16568 0.27542 -0.11398
O2 -0.16947 1.05113 0.83078
C9 -1.45837 -0.26780 -0.65169
C10 -2.61281 0.27585 -0.16936
C11 -3.86940 -0.28481 -0.49168
C12 -5.16126 0.24095 -0.01152
O3 -6.07133 -0.54143 0.26747
C13 -5.31758 1.69134 0.13927
C14 -4.47676 2.59704 -0.51780
C15 -4.63398 3.95207 -0.33112
Cl1 -3.59591 5.05593 -1.16341
C16 -5.62235 4.44404 0.51831
C17 -6.47661 3.56856 1.14616
C18 -6.36503 2.18771 0.94883
O4 -7.25089 1.39212 1.54689
C19 -3.86224 -1.48440 -1.16078
N2 -2.74548 -2.02434 -1.65563
C20 -2.75484 -3.39238 -2.13799
C21 -2.66327 -4.35310 -0.93234
C22 -1.54853 -3.90219 -0.02779
C23 -1.80776 -3.03275 1.02140
C24 -0.78414 -2.45371 1.75158
C25 0.53807 -2.73983 1.43267
O5 1.62124 -2.19012 2.03920
C26 1.41251 -1.17318 2.99609
C27 0.80403 -3.65663 0.41228
C28 -0.22423 -4.22323 -0.30702
C29 -1.49007 -1.40306 -1.54328
O6 -0.54363 -1.85953 -2.17107
C30 4.69937 2.43153 -0.53726
C31 5.94967 2.80888 -0.07667
H1 8.41128 4.19820 0.05680
H2 9.61601 3.40895 1.10386
H3 7.96420 3.68467 1.70904
H4 7.57577 -0.10414 -0.54428
H5 5.34362 -0.76645 -1.36463
H6 2.56557 1.60551 -1.89741
H7 3.16181 -0.02749 -2.23828
H8 2.16482 0.97204 0.47776
H9 2.78185 -0.66249 0.14223
H10 0.84584 -0.86787 -1.44495
H11 -2.53471 1.10519 0.51917
H12 -3.72003 2.23700 -1.19625
H13 -5.72353 5.50762 0.66491
H14 -7.26578 3.92477 1.78867
H15 -7.08771 0.46581 1.24778
H16 -4.78550 -2.02562 -1.31861
H17 -1.87713 -3.51200 -2.77614
H18 -3.66229 -3.57467 -2.71602
H19 -2.48361 -5.36142 -1.30598
H20 -3.61089 -4.34231 -0.38996
H21 -2.83045 -2.78293 1.27088
H22 -1.02976 -1.76412 2.54280
H23 2.40697 -0.84127 3.28969
H24 0.88564 -1.55558 3.87586
H25 0.85844 -0.33117 2.57131
H26 1.83299 -3.88835 0.18745
H27 0.00200 -4.90529 -1.11305
H28 3.89737 3.15553 -0.52922
H29 6.09440 3.81709 0.27855

Calculated values
**SMILES**: COc1ccc(CCNC(=O)c2cc(C(=O)c3cc(Cl)ccc3O)cn(CCc3ccc(OC)cc3)c2=O)cc1
**E**: -2219.90396 a.u.
**Kohn-Sham gap**: 7.77 eV
**Highest occupied orbital energy**: -8.28 eV

---

# 5
Computed, not measured: a molecular structure, C31H29N6O5PW, with ωB97M-V/def2-TZVPD.

Geometry (Å):
W1 0.34746 -0.07350 -0.59700
N1 0.04616 0.06550 1.55087
C1 1.35118 0.02417 2.27191
C2 2.35478 -0.75153 1.44824
O1 3.41378 -1.09120 1.86035
O2 1.93631 -0.95657 0.17022
H1 -0.57984 0.75612 1.95836
H2 -0.40249 -0.85653 1.73040
H3 1.23410 -0.43168 3.25230
H4 1.73542 1.03306 2.40211
O3 -1.10268 -2.41501 1.66231
C3 -1.24510 -2.45092 0.46080
O4 -0.34033 -1.99242 -0.40896
C4 -2.50110 -2.84925 -0.21528
C5 -3.28577 -3.89454 0.23505
C6 -4.47455 -4.18364 -0.42181
C7 -4.88886 -3.39922 -1.48767
C8 -4.12136 -2.32000 -1.91348
C9 -2.90873 -2.05024 -1.28986
P1 -1.86253 -0.68310 -1.88255
C10 -3.01461 0.49848 -2.60382
C11 -2.86248 1.00940 -3.89014
C12 -3.73230 1.98852 -4.35530
C13 -4.74970 2.45949 -3.53838
C14 -4.90673 1.95261 -2.25156
C15 -4.04251 0.97616 -1.78438
C16 -0.88582 -1.35428 -3.25593
C17 0.50066 -1.34716 -3.16454
C18 1.32250 -1.86472 -4.14765
C19 0.72405 -2.41705 -5.27413
C20 -0.65907 -2.44708 -5.39042
C21 -1.46219 -1.92086 -4.38619
H5 -2.96059 -4.48032 1.08520
H6 -5.08286 -5.01648 -0.09464
H7 -5.82430 -3.61655 -1.98608
H8 -4.48224 -1.69578 -2.72062
H9 -2.06731 0.65495 -4.53321
H10 -3.61699 2.37817 -5.35830
H11 -5.42955 3.21688 -3.90626
H12 -5.70797 2.31286 -1.61951
H13 -4.18036 0.57447 -0.78560
H14 1.05064 -1.00186 -2.27229
H15 2.39837 -1.86807 -4.03314
H16 1.34406 -2.84161 -6.05248
H17 -1.11783 -2.89329 -6.26267
H18 -2.54071 -1.96268 -4.48259
N2 4.79767 5.78193 -0.00103
C22 4.15711 5.06663 -0.94039
O5 4.10329 5.33136 -2.12167
C23 3.39617 3.83619 -0.50222
C24 2.16600 3.93679 0.13879
C25 1.38196 2.80968 0.24779
N3 1.76999 1.61343 -0.21858
C26 3.00733 1.49966 -0.73869
C27 3.83788 2.58438 -0.90481
H19 5.30528 6.60681 -0.28283
H20 4.86498 5.47621 0.95404
H21 1.80075 4.88474 0.51203
H22 0.39587 2.86418 0.69026
H23 3.31736 0.50501 -1.02838
H24 4.80664 2.45303 -1.36794
N4 1.17505 3.42799 -4.81932
C28 0.41801 3.10807 -3.75583
C29 0.62209 1.91413 -3.03667
N5 -0.12659 1.63346 -1.97808
C30 -1.08880 2.49219 -1.61105
C31 -1.28368 3.64779 -2.34476
N6 -0.54999 3.95955 -3.40003
H25 1.98143 2.89190 -5.08449
H26 1.03473 4.32745 -5.25024
H27 1.39025 1.21022 -3.32596
H28 -1.69593 2.25102 -0.75248
H29 -2.07110 4.33710 -2.06295

Calculated values
**Net charge**: +2
**<S²>**: 2.0128
**2S+1**: 3
**Relative energy (zero: lowest compared OMol25 entry of this formula, charge and spin)**: 166.3 kJ/mol
**E**: -2311.48000 a.u.
**Kohn-Sham gap (spin up / spin down)**: 7.89 / 7.30 eV
**Highest occupied orbital energy (spin up / spin down)**: -14.36 / -14.35 eV

---

# 6
Computed, not measured: 2 unconnected molecules or ions with the total composition C31H30BCl2F3O2S at a distorted geometry, with ωB97M-V/def2-TZVPD.

Geometry (Å):
C1 -4.06783 5.75187 2.37976
C2 -3.32299 4.59407 2.92872
C3 -3.11400 4.28234 4.25954
C4 -2.44009 3.03636 4.44532
C5 -2.12876 2.41484 3.24442
B1 -1.89005 0.78294 3.03398
C6 -0.33856 1.33327 2.97355
C7 0.38889 1.55974 4.15133
C8 1.71912 1.97567 4.10926
C9 2.39304 2.00007 2.88742
C10 3.79024 2.56102 2.81769
F1 4.23146 2.71650 1.53545
F2 3.86262 3.79651 3.41075
F3 4.68541 1.75343 3.47748
C11 1.76261 1.58292 1.72427
C12 0.39736 1.28839 1.76290
O1 -2.50734 0.24652 4.19221
C13 -3.65622 -0.46771 3.74212
C14 -3.33135 -1.93901 3.93379
C15 -4.91441 -0.13154 4.53046
C16 -3.76307 -0.08952 2.21018
C17 -4.24359 -1.21882 1.31538
C18 -4.68164 1.11122 2.04522
O2 -2.43369 0.27611 1.83243
S1 -2.51695 3.45931 1.89306
H1 -4.62285 6.25905 3.18629
H2 -3.37294 6.47930 1.91733
H3 -4.79598 5.40871 1.61788
H4 -3.46966 4.92828 5.05693
H5 -2.19078 2.67967 5.43957
H6 -0.09808 1.43350 5.11895
H7 2.22918 2.28923 5.01761
H8 2.32214 1.49162 0.79569
H9 -0.05959 0.89064 0.85293
H10 -4.07097 -2.62261 3.49789
H11 -2.36936 -2.18052 3.48141
H12 -3.22931 -2.13772 5.00551
H13 -5.70379 -0.80592 4.17784
H14 -4.75919 -0.27300 5.60039
H15 -5.26310 0.89442 4.41000
H16 -5.03759 -1.77358 1.83026
H17 -4.68635 -0.80392 0.40177
H18 -3.42205 -1.89106 1.04571
H19 -5.72429 0.80853 2.22462
H20 -4.41728 1.88584 2.77669
H21 -4.60654 1.54226 1.03666
Cl1 2.79668 -4.41002 6.91282
C19 1.84787 -3.55933 5.77216
C20 2.43415 -2.59073 4.93978
C21 1.62102 -1.87279 4.06691
C22 0.24570 -2.19321 3.87998
C23 -0.41901 -1.67099 2.68635
C24 -0.85100 -2.54673 1.61593
C25 -0.65888 -2.11625 0.27169
C26 -0.99131 -2.93126 -0.80378
C27 -1.67583 -4.13066 -0.55644
Cl2 -2.28644 -5.03798 -1.87128
C28 -1.91805 -4.57319 0.75748
C29 -1.45129 -3.82980 1.83608
C30 -0.33469 -3.08461 4.83596
C31 0.46971 -3.81609 5.70524
H22 3.50677 -2.41438 4.97187
H23 2.06105 -1.10003 3.43023
H24 -0.06032 -0.71788 2.34018
H25 -0.15521 -1.15632 0.10624
H26 -0.74381 -2.63730 -1.82102
H27 -2.44268 -5.50774 0.92942
H28 -1.52189 -4.23586 2.85322
H29 -1.41700 -3.19488 4.92585
H30 0.01814 -4.58189 6.32935

Calculated values
**Relative energy (zero: lowest compared OMol25 entry of this formula, charge and spin)**: 488.3 kJ/mol
**E**: -2992.72266 a.u.
**Kohn-Sham gap**: 3.47 eV
**Highest occupied orbital energy**: -6.43 eV